85
Properties=species:S:1:pos:R:3:forces:R:3 method="wB97M-V/def2-TZVPD" s2=8.764 homo_lumo_gap_ev="5.755 / 3.384" total_charge=+1 e_homo_ha="-0.388 / -0.388" multiplicity=6
Fe 1.85907 -3.53104 -1.16718 -1.6854 3.0495 2.3576
C 1.21886 -2.80878 3.11240 -0.1796 -0.1553 -0.4142
F 1.66095 -2.53798 4.32451 -0.0290 0.1034 -0.1787
F 0.19317 -3.65487 3.19831 0.0862 0.1567 -0.0952
F 0.80886 -1.69926 2.49495 0.1373 -0.0774 0.2947
S 2.58865 -3.61817 2.13035 1.4299 -2.1379 1.9312
O 3.82588 -3.11768 2.67022 -0.6661 0.8182 -0.6079
O 2.44954 -5.04152 2.33157 -0.7733 0.4370 -0.6114
O 2.33759 -3.24195 0.71492 0.0479 0.5136 -1.2246
C 0.06042 -1.03016 -1.00160 2.1513 2.1543 0.7650
O 1.00885 -0.53728 -0.08535 -0.4311 -0.3817 0.4836
O 0.45798 -2.29616 -1.29057 0.2324 -2.1587 -0.9019
C -1.37788 -0.87166 -0.48185 -1.1209 -0.1271 -1.0561
F -1.52829 0.23625 0.22278 0.5169 -0.1814 0.6668
F -2.23050 -0.68137 -1.53071 0.4148 -0.4909 -0.3022
F -1.83611 -1.93855 0.17415 0.5260 0.2078 0.3226
C 1.23008 0.88521 0.02218 -0.6198 0.4878 0.0526
C 2.54866 1.06145 0.72702 1.3593 -1.0434 -0.7530
H 3.09050 1.97541 0.48899 -0.5628 0.4178 0.3791
H 2.53066 0.81602 1.78659 -0.3682 0.5400 0.1214
H 3.25679 0.30630 0.34822 -0.2074 -0.0854 -0.1889
H 0.44224 1.37205 0.59826 -0.0418 -0.2451 0.1547
H 1.12849 1.35095 -0.96727 0.5266 -0.0579 -0.0799
H 0.18788 -0.35138 -1.86482 -0.6461 -0.4462 -0.4289
C -5.49678 2.32437 2.33977 0.8480 -0.1675 -0.7854
C -5.41503 0.80074 2.30638 -0.2994 0.5666 0.7557
C -3.96518 0.30995 2.30081 -0.4891 -0.4588 0.9658
O -3.97764 -1.06569 2.70605 0.5397 0.2618 -0.4915
C -2.75135 -1.44428 3.28285 -0.0803 -0.6872 0.0599
N -6.14702 0.35722 3.50815 1.0098 -0.9284 0.2348
H -4.96336 2.70946 1.46335 -0.2584 0.3049 -0.0173
H -4.97180 2.72718 3.20908 -0.0510 -0.1162 0.1098
H -6.52383 2.67480 2.36232 -0.0494 -0.0595 -0.1383
H -5.89646 0.39357 1.41757 -0.3070 0.0350 0.1347
H -3.40436 0.85474 3.07317 0.1307 0.2528 -0.2310
H -3.48618 0.38565 1.32520 -0.0414 0.2481 -0.0552
H -2.58876 -0.93812 4.23982 0.0584 0.0274 -0.0063
H -1.87401 -1.29546 2.64181 -0.1457 0.3332 -0.1029
H -2.80867 -2.52328 3.44381 -0.0344 0.0667 0.2093
H -5.66465 0.75554 4.31886 -0.2901 0.5720 -0.1432
H -5.84629 -0.60942 3.65563 -0.6807 -0.1812 -0.3057
O 0.76591 -5.01547 -0.36667 0.2800 -1.1241 -0.4706
H 1.30654 -5.73232 0.01287 -0.0931 0.1710 0.4539
H -0.11513 -5.39631 -0.49601 -0.1099 0.2885 -0.2224
O 3.21705 -2.14218 -1.51407 0.0731 -0.3585 -0.9955
H 3.15492 -1.46716 -2.19770 -0.1709 -0.0644 -0.0701
H 4.04538 -1.94827 -0.99783 0.7393 0.0006 0.8816
O -1.27886 3.04805 2.25007 0.1023 -0.0740 -0.0594
H -1.33339 3.80151 1.65311 -0.0126 0.0135 0.0164
H -1.59567 2.30165 1.73266 -0.1156 0.0192 0.0178
O -3.15873 -2.05497 -4.53071 0.1920 0.0404 0.0599
H -3.00673 -1.12756 -4.32592 -0.0421 0.0281 -0.0356
H -3.18261 -2.08613 -5.49237 -0.0848 -0.0433 -0.0066
C 0.48186 4.36532 -3.28859 -0.1452 -0.5581 0.1490
O 0.30552 3.44945 -2.47954 0.3086 -0.2502 -0.4978
N -0.53966 4.85706 -4.08242 0.6641 0.2948 0.1573
N 1.69217 4.92533 -3.51975 -0.5352 0.0459 0.2768
H -0.55436 5.85056 -4.22257 -0.3171 -0.0703 -0.3936
H -1.32817 4.28440 -4.30594 -0.2508 0.1308 0.4177
H 1.71868 5.70971 -4.14578 0.3975 -0.1039 -0.0743
H 2.52039 4.60695 -3.00137 -0.3583 0.4824 -0.1846
C 4.49519 2.92715 -2.70687 0.0796 0.4117 0.2495
O 4.10254 4.08205 -2.61493 0.5477 -0.3158 0.0349
N 3.63207 1.89417 -2.94392 0.1430 0.5557 -0.2877
N 5.82739 2.59133 -2.57047 -0.4891 -0.0548 -0.1248
H 2.68888 2.23901 -3.06384 -0.2430 -0.5940 0.3130
H 3.85707 0.98639 -2.58584 -0.2378 -0.0597 0.0235
H 6.40250 3.41517 -2.66906 0.2169 -0.1555 0.0486
H 6.09297 1.79734 -3.13283 0.3011 0.1177 -0.0107
C -5.66030 -1.37505 -0.61818 0.0452 -0.3371 -1.2152
O -6.71384 -1.37653 -0.01591 0.4035 0.0605 0.0630
N -5.35230 -0.49904 -1.64064 -0.6918 0.1628 0.9053
N -4.68411 -2.33851 -0.52912 -0.7160 -0.5102 0.5076
H -5.88926 0.35014 -1.62095 0.2884 0.1833 -0.3776
H -4.45604 -0.59831 -2.07171 -0.0422 0.4555 -0.2369
H -4.92052 -3.10617 0.07472 0.3531 0.0726 0.2212
H -3.73118 -2.10547 -0.71403 -0.0638 -0.2112 0.0608
C 6.12937 -1.05197 0.67647 -0.9093 0.0583 0.0254
O 5.38375 -1.56823 -0.18204 -0.0696 0.1339 -0.6150
N 5.92753 -1.31836 1.97960 0.2382 0.1648 -0.1590
N 7.10163 -0.17247 0.34589 0.0884 -0.2470 0.4768
H 5.08819 -1.83261 2.21822 0.1761 -0.1979 0.0510
H 6.42573 -0.84038 2.70840 0.0124 0.0289 -0.0161
H 7.23357 0.12256 -0.60175 0.0072 -0.1639 -0.0720
H 7.77304 0.08534 1.04665 0.0839 0.2053 -0.1653



20
Properties=species:S:1:pos:R:3:forces:R:3 method="wB97M-V/def2-TZVPD" homo_lumo_gap_ev=9.434 total_charge=0 e_homo_ha=-0.303 smiles=CCN1CCCC1 e_above_lowest_ev=0.4495
C -0.09691 2.61161 0.69540 0.2243 -0.5933 -1.3347
C 0.80779 1.39309 0.35525 -0.2181 0.6691 1.6464
N 0.12339 0.11150 0.53941 0.6719 0.9013 -0.6745
C -1.07469 0.00926 -0.29834 0.1278 -0.2577 0.3851
C -1.15469 -1.46418 -0.69152 0.5202 0.0509 -0.4409
C 0.34604 -1.90818 -0.80396 -0.4587 -0.1931 0.2693
C 1.03426 -1.02065 0.25106 -0.6567 -0.6174 0.9510
H -0.71260 2.38056 1.56045 0.1048 0.1420 0.1632
H -0.75325 2.81924 -0.16001 -0.0836 0.0357 0.2889
H 0.51504 3.50763 0.83431 -0.1207 -0.1698 0.2168
H 1.30087 1.48744 -0.61685 -0.1868 0.0652 -0.3377
H 1.60154 1.45765 1.10918 0.1405 -0.3437 -0.1854
H -0.97374 0.69054 -1.14605 -0.1814 -0.1372 -0.4127
H -1.95381 0.30936 0.28443 0.0763 0.0564 -0.2068
H -1.63388 -2.01920 0.10916 0.0727 -0.1031 0.2550
H -1.79545 -1.62332 -1.56731 0.4421 0.0065 -0.0406
H 0.80227 -1.85337 -1.79518 -0.3103 0.5844 -0.0582
H 0.46070 -2.96271 -0.55132 -0.1063 -0.0252 0.1657
H 1.07934 -1.53750 1.21773 0.2203 -0.4270 -0.2797
H 2.07474 -0.75424 0.03956 -0.2783 0.3559 -0.3703



The calculation returns the following max |F| values, one per record and in order: 0.0818, 0.0348 Eh/bohr.